ORCA calculation (ωB97M-V with the def2-TZVPD basis set) on a structure of composition C6H9NO4 in a non-equilibrium geometry.

Each line ends with the natural charge from an NBO analysis.
Geometry (Å):
C (-1.21793, -0.90688, -1.40451)  -0.3467
C (-0.81726, -1.78783, -0.43556)  0.1343
C (-0.08052, -0.10384, 2.99849)  0.7824
C (-0.20674, 0.19990, -1.67462)  -0.4915
C (0.72583, 0.22771, -0.47643)  0.7540
C (0.96498, 0.63253, 2.05337)  -0.3692
N (0.31786, 0.87692, 0.67757)  -0.6299
O (-0.13638, 0.16892, 4.13575)  -0.5830
O (-0.71691, -1.01802, 2.40697)  -0.6974
O (0.36800, -1.52439, 0.10373)  -0.6929
O (2.00253, 0.27625, -0.73395)  -0.6438
H (-2.21926, -0.86671, -1.84767)  0.2235
H (-1.38001, -2.68746, 0.00037)  0.2101
H (0.28897, 0.12959, -2.56993)  0.2393
H (-0.99459, 1.06865, -1.63965)  0.2440
H (1.82526, -0.10140, 2.03811)  0.2148
H (1.14092, 1.55904, 2.59377)  0.2388
H (-0.65970, 0.85606, 0.87021)  0.3980
H (-0.32213, -1.21595, 1.41478)  0.5157
H (2.54616, 0.10859, 0.02728)  0.4996

Forces on atoms 1 to 6 (eV/Å):
0.0 -1.7 1.0
-1.3 0.2 -1.5
2.7 1.3 -2.3
-3.8 1.3 3.2
-1.7 -0.1 1.6
-0.9 -0.9 -0.5

## Properties
Multiplicity: 1
LUMO: 0.01608 hartree
Energy relative to the best compared isomer or geometry (same formula, charge and spin): 67.5 kcal per mole